--- P ---
Entry from the Open Molecules 2025 dataset: C22H24N2O4 in the gas phase (ωB97M-V with the def2-TZVPD basis set).

XYZ file:
```
52
Properties=species:S:1:pos:R:3:mulliken_charge:R:1
C -8.146 0.187 1.073 -0.84
H -9.161 0.017 0.715 0.24
O -7.303 -0.142 -0.004 -0.45
C -5.959 -0.022 0.160 0.90
C -5.176 -0.362 -0.945 -0.76
C -3.802 -0.280 -0.885 -0.38
C -3.170 0.149 0.277 -0.49
C -3.949 0.489 1.371 -0.66
C -5.330 0.406 1.324 -0.62
H -5.900 0.680 2.198 0.39
H -3.477 0.828 2.282 0.40
C -1.657 0.217 0.379 -0.15
N -1.034 0.552 -0.878 0.91
C -0.670 -0.305 -1.871 -0.45
C -0.115 0.420 -2.889 -0.87
C -0.150 1.774 -2.504 -0.77
C -0.721 1.820 -1.263 -0.61
H -0.933 2.658 -0.628 0.47
H 0.208 2.611 -3.071 0.48
H 0.274 0.027 -3.808 0.49
H -0.808 -1.363 -1.785 0.54
H -1.412 1.024 1.084 0.50
C -1.128 -1.123 0.927 -0.67
C 0.361 -1.379 0.694 0.40
O 0.763 -2.482 0.394 -0.68
N 1.147 -0.289 0.891 0.08
C 2.520 -0.138 0.665 0.05
C 3.056 1.128 0.837 -0.85
C 4.416 1.347 0.626 0.57
C 5.228 0.294 0.242 -0.56
C 4.681 -0.979 0.067 0.26
C 3.329 -1.203 0.281 -0.37
H 2.885 -2.173 0.151 0.80
O 5.565 -1.939 -0.314 -0.47
C 5.082 -3.246 -0.524 -0.80
H 4.660 -3.670 0.391 0.32
H 4.326 -3.271 -1.315 0.33
H 5.947 -3.833 -0.830 0.24
H 6.284 0.411 0.065 0.49
O 4.842 2.625 0.824 -0.42
C 6.203 2.916 0.611 -0.85
H 6.312 3.979 0.816 0.24
H 6.846 2.347 1.290 0.34
H 6.498 2.714 -0.423 0.34
H 2.439 1.964 1.128 0.37
H 0.689 0.574 1.144 0.08
H -1.323 -1.171 2.001 0.50
H -1.665 -1.953 0.464 0.41
H -3.216 -0.540 -1.752 0.49
H -5.674 -0.688 -1.844 0.43
H -7.958 -0.453 1.941 0.34
H -8.037 1.237 1.364 0.33
```

Charge: 0
SMILES: COc1ccc([C@@H](CC(=O)Nc2cc(OC)cc(OC)c2)n2cccc2)cc1
HOMO-LUMO gap: 0.3201 hartree
2S+1: 1

--- Q ---
Entry from the Open Molecules 2025 dataset: a 2-piece molecular cluster, C22H24N2O4 overall (ωB97M-V with the def2-TZVPD basis set).

XYZ file:
```
52
Properties=species:S:1:pos:R:3:mulliken_charge:R:1
O 2.229 -3.856 -2.462 -0.69
O 4.961 -0.098 -3.130 -0.66
O -3.476 0.838 -1.151 -0.61
O -3.255 -2.018 6.056 -0.55
C 1.972 -2.703 -2.768 0.67
C 3.860 0.434 -3.168 -0.06
C -1.500 -0.406 -0.583 -0.30
C -1.341 1.774 -1.675 -0.77
C -0.096 -0.513 -0.594 -0.78
C 0.061 1.664 -1.687 -0.33
C -3.631 1.152 2.101 -0.54
C -0.111 -0.412 5.064 -0.73
C -4.559 0.350 2.770 -0.65
C -1.036 -1.204 5.750 -0.75
C -2.123 0.735 -1.134 0.57
C 0.682 0.515 -1.158 0.60
C -2.291 1.150 2.498 -0.64
C -0.528 0.367 3.982 -0.99
C -4.149 -0.443 3.846 -0.69
C -2.379 -1.227 5.360 0.97
C -1.869 0.359 3.577 0.99
C -2.806 -0.446 4.267 0.53
N 3.683 1.655 -3.689 -0.09
N 2.796 -1.715 -2.424 -0.08
C 0.714 -2.408 -3.563 -0.88
C 4.762 2.484 -4.226 -0.95
C 2.184 0.371 -1.268 -1.74
C 2.612 -0.265 -2.603 0.34
H -3.892 0.093 -0.714 0.36
H -2.792 -2.484 6.768 0.30
H -2.097 -1.196 -0.153 0.35
H -1.832 2.643 -2.087 0.43
H 0.382 -1.395 -0.188 0.52
H 0.655 2.460 -2.112 0.37
H -3.950 1.783 1.278 0.55
H 0.932 -0.401 5.368 0.38
H -5.601 0.350 2.464 0.41
H -0.699 -1.803 6.589 0.25
H -1.578 1.774 1.968 0.36
H 0.196 0.982 3.456 0.38
H -4.883 -1.054 4.362 0.41
H 2.749 2.032 -3.700 0.26
H 3.664 -2.010 -2.000 0.23
H 0.988 -1.940 -4.506 0.33
H 0.204 -3.349 -3.766 0.31
H 0.055 -1.756 -2.996 0.15
H 5.036 2.135 -5.223 0.30
H 4.446 3.526 -4.282 0.35
H 5.642 2.414 -3.583 0.31
H 2.565 -0.217 -0.430 0.43
H 2.621 1.366 -1.176 0.65
H 1.819 -0.083 -3.329 0.40
```

Charge: 0
SMILES: CNC(=O)[C@H](Cc1ccc(O)cc1)NC(C)=O.Oc1cccc2ccccc12
HOMO-LUMO gap: 0.3040 hartree
2S+1: 1

The most stable of them is Q.

--- P ---
Entry from the Open Molecules 2025 dataset: a 2-piece molecular cluster, CH4N2P2 overall (ωB97M-V with the def2-TZVPD basis set).

XYZ file:
```
9
Properties=species:S:1:pos:R:3:mulliken_charge:R:1
C 0.314 1.323 0.404 0.33
N -0.512 1.006 1.327 -0.63
N -0.253 -1.638 -0.678 -0.71
P 1.269 0.531 -0.891 0.10
P 1.106 2.577 -0.580 -0.07
H -0.885 1.865 1.792 0.24
H 0.122 -2.523 -0.980 0.22
H -1.268 -1.461 -0.643 0.24
H 0.107 -1.680 0.250 0.28
```

Charge: 0
HOMO-LUMO gap: 0.2801 hartree
2S+1: 1

--- Q ---
Entry from the Open Molecules 2025 dataset: CH4N2P2 as an isolated structure (ωB97M-V with the def2-TZVPD basis set).

XYZ file:
```
9
Properties=species:S:1:pos:R:3:mulliken_charge:R:1
C 0.559 -1.219 1.166 -0.42
N -1.491 0.522 -0.530 -0.64
N 1.491 0.623 -0.580 -0.36
P -0.926 -0.510 0.567 0.46
P 1.908 -0.727 0.231 0.11
H -2.523 0.570 -0.599 0.26
H 2.256 1.000 -0.943 0.24
H 0.753 1.242 -0.395 0.25
H -2.027 -1.501 1.084 0.09
```

Charge: 0
HOMO-LUMO gap: 0.2840 hartree
2S+1: 1

The most stable of them is P.

--- P ---
Entry from the Open Molecules 2025 dataset: CH2IOP as an isolated structure (ωB97M-V with the def2-TZVPD basis set).

XYZ file:
```
6
Properties=species:S:1:pos:R:3:mulliken_charge:R:1
C -0.456 0.604 -0.089 0.35
O -0.455 1.771 0.195 -0.41
P 0.855 -0.451 -0.689 -0.07
I -2.267 -0.562 0.150 -0.02
H 1.725 0.147 0.293 0.08
H 0.597 -1.510 0.140 0.07
```

Charge: 0
HOMO-LUMO gap: 0.3632 hartree
2S+1: 1

--- Q ---
Entry from the Open Molecules 2025 dataset: a 2-piece molecular cluster, CH2IOP overall (ωB97M-V with the def2-TZVPD basis set).

XYZ file:
```
6
Properties=species:S:1:pos:R:3:mulliken_charge:R:1
C 0.770 0.757 -0.511 0.04
O 0.041 1.106 -1.362 -0.28
P -0.700 -1.542 1.417 -0.08
I 0.091 -3.663 0.620 -0.01
H 1.832 0.944 -0.356 0.24
H -1.869 -1.564 0.647 0.07
```

Charge: 0
HOMO-LUMO gap (alpha / beta): 0.2603 / 0.3011 hartree
2S+1: 1

The most stable of them is P.

--- P ---
Entry from the Open Molecules 2025 dataset: a 2-piece molecular cluster, C4H10S overall (ωB97M-V with the def2-TZVPD basis set).

XYZ file:
```
15
Properties=species:S:1:pos:R:3:mulliken_charge:R:1
C -0.609 1.056 1.264 -1.23
C 0.288 -0.220 1.006 0.23
C 0.863 -0.175 -0.451 -0.68
C -0.083 -0.179 -1.641 -0.40
H -0.234 1.999 1.045 0.42
H -1.640 1.286 0.953 0.37
H -0.426 1.212 2.477 0.25
H -0.307 -1.234 0.854 -0.19
H 1.193 -0.662 1.820 0.32
H 1.208 0.803 -0.798 0.26
H 1.905 -0.863 -0.175 0.17
H 0.540 0.289 -2.511 0.32
H -1.070 0.576 -1.592 0.24
H -0.685 -2.106 -0.108 0.17
S -0.945 -1.782 -2.145 -0.25
```

Charge: 0
HOMO-LUMO gap: 0.2864 hartree
2S+1: 1

--- Q ---
Entry from the Open Molecules 2025 dataset: a 2-piece molecular cluster, C4H10S overall (ωB97M-V with the def2-TZVPD basis set).

XYZ file:
```
15
Properties=species:S:1:pos:R:3:mulliken_charge:R:1
C -0.554 -2.450 1.840 -0.39
C -1.876 -2.824 1.884 -0.45
H 0.172 -2.270 0.924 0.16
H -0.034 -2.385 2.824 0.19
H -2.390 -3.304 1.074 0.26
H -2.314 -2.749 2.902 0.20
C 1.156 0.580 -2.439 -0.75
C 0.143 0.543 -1.260 -0.14
S 0.447 1.891 0.188 -0.21
H 1.245 1.651 -2.636 0.24
H 2.083 0.133 -2.045 0.27
H 0.770 0.138 -3.468 0.26
H 0.383 -0.356 -0.606 -0.12
H -0.895 0.812 -1.538 0.37
H 0.610 2.976 -0.589 0.10
```

Charge: 0
SMILES: C=C.CCS
HOMO-LUMO gap: 0.3679 hartree
2S+1: 1

The most stable of them is Q.

--- P ---
Entry from the Open Molecules 2025 dataset: a 2-piece molecular cluster, C4H10S overall (ωB97M-V with the def2-TZVPD basis set).

XYZ file:
```
15
Properties=species:S:1:pos:R:3:mulliken_charge:R:1
C -1.482 0.334 -1.014 -1.01
C -1.193 0.434 0.566 0.02
C -1.264 -0.914 0.274 -0.21
S 1.547 -0.144 -0.856 -0.59
C 2.720 0.001 0.537 -0.77
H -1.149 1.335 -1.333 0.36
H -0.843 -0.310 -1.632 0.40
H -2.535 0.259 -1.224 0.35
H -1.994 0.904 1.114 0.28
H -0.208 0.815 0.756 0.05
H -0.308 -1.402 0.002 0.14
H -2.211 -1.428 0.309 0.29
H 2.885 -0.952 1.014 0.23
H 3.678 0.359 0.179 0.25
H 2.359 0.707 1.306 0.22
```

Charge: 0
HOMO-LUMO gap: 0.2096 hartree
2S+1: 1

--- Q ---
Entry from the Open Molecules 2025 dataset: a 2-piece molecular cluster, C4H10S overall (ωB97M-V with the def2-TZVPD basis set).

XYZ file:
```
15
Properties=species:S:1:pos:R:3:mulliken_charge:R:1
C -2.223 0.137 -0.510 -0.91
C -1.437 0.437 0.920 -0.23
C -1.333 -0.940 0.682 -0.23
S 1.383 -0.324 -0.788 -0.59
C 2.051 0.778 0.403 -0.78
H -2.734 1.110 -0.582 0.40
H -1.505 0.125 -1.327 0.32
H -3.077 -0.525 -0.360 0.40
H -2.214 0.646 1.649 0.32
H -0.690 1.188 0.709 0.26
H -0.374 -1.434 0.418 0.11
H -2.018 -1.672 1.107 0.26
H 3.093 0.595 0.665 0.29
H 2.002 1.833 0.104 0.24
H 1.465 0.743 1.346 0.15
```

Charge: 0
HOMO-LUMO gap: 0.1830 hartree
2S+1: 1

The most stable of them is P.